Here is a molecular structure, C14H15N3O2Pb from the Open Molecules 2025 dataset. Energies are from ωB97M-V with the def2-TZVPD basis set.

The orbital gap comes out at 0.247 Ha. As for the net charge: +2. For the calculated total energy, the calculation gives -28558.5071 eV. The LUMO energy comes out at -8.77 eV. For the HOMO energy, the calculation gives -15.50 eV.

Last column: Löwdin charge in e.
Cartesian coordinates (Å):
Pb: 0.960 -2.611 -0.720  1.57
C: 1.982 -3.236 3.859  0.02
C: 1.605 -2.488 2.630  -0.37
O: 1.542 -3.075 1.548  -0.16
C: 1.297 -1.047 2.811  0.07
C: 0.983 -0.084 1.933  -0.23
C: 0.762 1.326 2.385  -0.02
N: 0.867 -0.364 0.526  0.01
N: 0.677 0.658 -0.135  0.14
C: 0.504 0.443 -1.573  -0.34
O: 0.584 -0.686 -2.062  -0.15
C: 0.234 1.631 -2.317  -0.15
C: -0.016 1.505 -3.699  0.02
C: -0.270 2.627 -4.449  -0.02
C: -0.272 3.882 -3.837  0.00
C: -0.018 4.021 -2.476  -0.03
C: 0.231 2.904 -1.709  0.01
H: 1.071 -3.398 4.447  0.12
H: 2.661 -2.657 4.484  0.11
H: 2.411 -4.202 3.609  0.11
H: 1.356 -0.721 3.841  0.13
H: 0.744 1.372 3.469  0.10
H: -0.172 1.726 1.991  0.09
H: 1.566 1.970 2.022  0.10
H: 0.000 0.524 -4.153  0.13
H: -0.463 2.542 -5.509  0.13
H: -0.474 4.763 -4.432  0.13
H: -0.014 5.004 -2.026  0.12
H: 0.428 2.999 -0.652  0.11
C: -3.950 -2.550 0.085  0.00
C: -2.507 -2.549 -0.073  -0.15
N: -1.366 -2.573 -0.190  0.06
H: -4.360 -1.602 -0.263  0.11
H: -4.205 -2.691 1.135  0.11
H: -4.380 -3.363 -0.499  0.11


Here is a molecular structure, C14H15N4O2Pd from the Open Molecules 2025 dataset. Energies are from ωB97M-V with the def2-TZVPD basis set.

The orbital gap comes out at 0.202 Ha. As for the net charge: -1. For the calculated total energy, the calculation gives -28298.0151 eV. Its relative energy (zero: lowest compared OMol25 entry of this formula, charge and spin) is 22.8 kJ/mol. The LUMO energy comes out at 3.22 eV. For the HOMO energy, the calculation gives -2.28 eV.

Last column: Löwdin charge in e.
Cartesian coordinates (Å):
Pd: 0.074 -0.713 -0.424  0.18
O: -1.002 -0.317 3.692  -0.05
C: -0.883 -0.075 2.474  -0.56
N: 0.186 0.213 1.773  -0.06
C: 1.481 -0.021 2.371  -0.19
C: 2.523 -0.010 1.253  -0.27
C: 3.660 0.772 1.326  -0.05
C: 4.518 0.856 0.234  -0.08
C: 4.218 0.121 -0.899  -0.08
C: 3.094 -0.695 -0.874  -0.16
N: 2.255 -0.762 0.160  0.02
C: -2.149 -0.147 1.614  -0.18
C: -3.375 0.083 2.231  -0.02
C: -4.541 0.019 1.492  -0.08
C: -4.451 -0.301 0.144  -0.09
C: -3.200 -0.551 -0.393  -0.15
N: -2.070 -0.481 0.315  0.03
H: 1.510 -0.999 2.873  0.12
H: 1.756 0.723 3.132  0.11
H: 3.849 1.343 2.226  0.10
H: 5.388 1.499 0.267  0.10
H: 4.832 0.167 -1.788  0.09
H: 2.864 -1.341 -1.712  0.09
H: -3.364 0.303 3.289  0.11
H: -5.501 0.211 1.955  0.10
H: -5.331 -0.370 -0.484  0.09
H: -3.084 -0.831 -1.432  0.09
C: 1.697 3.791 1.086  -0.02
C: 1.416 3.181 -0.275  -0.62
N: 0.468 2.227 -0.277  0.15
O: 1.974 3.599 -1.284  -0.02
H: 1.345 3.163 1.904  0.06
H: 1.192 4.757 1.143  0.07
H: 2.767 3.963 1.179  0.07
H: 0.187 1.742 0.573  0.04
H: 0.295 1.648 -1.094  0.06


Here is a molecular structure, C14H15NO2Rh from the Open Molecules 2025 dataset. Energies are from ωB97M-V with the def2-TZVPD basis set.

The orbital gap (spin up / spin down) comes out at 0.179 / 0.246 Ha. As for the net charge: -1. For the calculated total energy, the calculation gives -23349.1236 eV. Its relative energy (zero: lowest compared OMol25 entry of this formula, charge and spin) is 152.6 kJ/mol. The LUMO energy (spin up / spin down) comes out at 3.32 / 2.56 eV. For the HOMO energy (spin up / spin down), the calculation gives -1.54 / -4.13 eV. The spin multiplicity is 5.

Last column: Löwdin charge in e.
Cartesian coordinates (Å):
C: 0.939 -0.818 -3.544  -0.24
C: -0.179 0.070 -3.668  -0.28
C: -1.174 -0.321 -2.716  -0.20
C: -0.702 -1.521 -2.074  -0.20
C: 0.582 -1.841 -2.607  -0.19
Rh: 0.632 0.284 -1.761  1.02
N: 2.523 -3.105 -0.302  0.10
C: 1.955 1.548 -2.041  -0.38
C: 0.634 2.182 -2.272  -0.28
H: -2.100 0.192 -2.496  0.10
H: -0.271 0.876 -4.380  0.09
H: -1.206 -2.071 -1.289  0.09
H: 1.178 -2.709 -2.343  0.06
H: 1.873 -0.773 -4.093  0.09
H: 0.364 2.402 -3.305  0.02
H: 2.468 1.861 -1.115  0.04
H: 2.771 -2.098 -0.467  -0.08
H: 0.281 2.871 -1.492  0.04
H: 2.616 1.394 -2.898  0.03
O: -0.370 1.619 0.445  -0.04
C: -0.158 0.515 1.004  -0.62
O: 0.462 -0.477 0.456  -0.15
C: -0.660 0.261 2.398  -0.14
C: -1.057 -1.027 2.778  -0.03
C: -1.513 -1.257 4.080  -0.10
C: -1.565 -0.206 5.010  -0.12
C: -1.180 1.084 4.615  -0.10
C: -0.746 1.320 3.308  -0.03
H: -1.003 -1.840 2.053  0.11
H: -1.821 -2.259 4.381  0.09
H: -1.893 -0.387 6.037  0.09
H: -1.214 1.909 5.327  0.09
H: -0.467 2.318 2.970  0.11


Here is a molecular structure, C14H15O4PPd from the Open Molecules 2025 dataset. Energies are from ωB97M-V with the def2-TZVPD basis set.

The orbital gap (spin up / spin down) comes out at 0.287 / 0.238 Ha. As for the net charge: +2. For the calculated total energy, the calculation gives -35700.3429 eV. Its relative energy (zero: lowest compared OMol25 entry of this formula, charge and spin) is 0.0 kJ/mol. The LUMO energy (spin up / spin down) comes out at -7.53 / -9.15 eV. For the HOMO energy (spin up / spin down), the calculation gives -15.34 / -15.64 eV. The spin multiplicity is 3.

Last column: Löwdin charge in e.
Cartesian coordinates (Å):
Pd: 0.438 1.197 -1.595  0.52
C: 0.545 2.295 0.084  -0.11
O: 0.549 3.026 0.968  0.23
C: 0.457 3.072 -2.548  -0.04
O: 0.358 4.135 -2.957  0.24
C: -1.606 1.093 -1.543  -0.06
O: -2.750 0.980 -1.473  0.21
C: 2.469 0.887 -1.552  -0.07
O: 3.602 0.732 -1.405  0.22
C: 0.439 -0.547 -3.144  -0.12
H: 1.378 -1.099 -3.002  0.09
H: -0.485 -1.125 -3.041  0.08
C: 0.447 0.675 -3.821  -0.13
H: -0.473 1.092 -4.250  0.10
H: 1.391 1.079 -4.212  0.10
C: 1.538 -2.244 0.478  -0.21
P: 0.309 -0.978 -0.014  0.93
C: -1.072 -2.033 -0.525  -0.24
C: -0.314 -0.404 1.618  -0.40
C: 0.615 -0.146 2.637  -0.10
C: 0.199 0.405 3.850  -0.04
C: -1.156 0.669 4.067  -0.03
C: -2.092 0.361 3.082  -0.04
C: -1.675 -0.199 1.870  -0.09
H: 2.410 -1.779 0.956  0.05
H: 1.870 -2.766 -0.430  0.06
H: 1.109 -2.989 1.176  0.09
H: -1.363 -2.599 0.368  0.08
H: -1.906 -1.407 -0.855  0.03
H: -0.788 -2.734 -1.321  0.07
H: 1.668 -0.407 2.492  0.10
H: 0.946 0.621 4.619  0.13
H: -1.474 1.090 5.020  0.13
H: -3.152 0.546 3.257  0.13
H: -2.434 -0.500 1.147  0.10


Here is 2 unconnected molecules or ions with the total composition C14H16 from the Open Molecules 2025 dataset. Energies are from ωB97M-V with the def2-TZVPD basis set.

The orbital gap (spin up / spin down) comes out at 0.082 / 0.230 Ha. As for the net charge: -1. For the calculated total energy, the calculation gives -14775.6752 eV. Its relative energy (zero: lowest compared OMol25 entry of this formula, charge and spin) is 66.1 kJ/mol. The LUMO energy (spin up / spin down) comes out at 2.93 / 2.91 eV. For the HOMO energy (spin up / spin down), the calculation gives 0.71 / -3.35 eV. The spin multiplicity is 2.

Last column: Löwdin charge in e.
Cartesian coordinates (Å):
C: -0.575 -1.284 1.994  -0.10
C: -0.780 2.077 3.803  -0.18
C: -1.099 0.844 3.106  -0.15
C: 0.598 2.393 3.868  -0.22
C: -0.104 0.002 2.664  -0.38
C: 1.561 1.517 3.430  -0.20
C: 1.256 0.306 2.703  -0.15
H: -1.497 2.818 4.132  0.04
H: -2.135 0.522 3.184  0.07
H: 0.905 3.270 4.439  0.07
H: 2.575 1.612 3.832  0.06
H: 0.072 -2.128 2.265  0.06
H: -0.430 -1.227 0.906  0.03
H: 2.063 -0.233 2.230  0.05
H: -1.626 -1.533 2.124  0.06
C: -1.450 -0.580 -4.727  -0.06
C: 0.044 -0.003 -1.268  -0.09
C: -0.878 0.002 -2.315  -0.04
C: 1.360 -0.398 -1.449  -0.08
C: -0.550 -0.588 -3.547  -0.30
C: 1.615 -1.206 -2.557  -0.09
C: 0.664 -1.258 -3.567  -0.09
H: -0.352 0.413 -0.347  0.10
H: -1.894 0.301 -2.085  0.11
H: 2.133 -0.178 -0.725  0.10
H: 2.587 -1.664 -2.681  0.09
H: -2.506 -0.618 -4.470  0.07
H: -1.239 -1.496 -5.272  0.07
H: 0.886 -1.984 -4.351  0.10
H: -1.203 0.304 -5.320  0.08


Here is 2 unconnected molecules or ions with the total composition C14H16 from the Open Molecules 2025 dataset. Energies are from ωB97M-V with the def2-TZVPD basis set.

The orbital gap comes out at 0.366 Ha. As for the net charge: 0. For the calculated total energy, the calculation gives -14776.0403 eV. Its relative energy (zero: lowest compared OMol25 entry of this formula, charge and spin) is 166.4 kJ/mol. The LUMO energy comes out at 0.94 eV. For the HOMO energy, the calculation gives -9.01 eV.

Last column: Löwdin charge in e.
Cartesian coordinates (Å):
C: -3.952 2.087 -0.022  -0.06
C: -3.144 1.125 0.817  -0.27
C: -2.425 0.090 0.133  -0.04
C: -1.791 -0.830 0.926  -0.12
C: -1.670 -0.796 2.312  -0.09
C: -2.287 0.272 2.941  -0.08
C: -3.196 1.044 2.189  -0.07
H: -3.841 3.136 0.250  0.08
H: -4.929 1.665 -0.184  0.08
H: -3.496 2.271 -1.016  0.08
H: -2.477 0.034 -0.938  0.10
H: -1.273 -1.639 0.403  0.09
H: -1.124 -1.554 2.862  0.10
H: -2.171 0.593 3.963  0.10
H: -3.833 1.676 2.811  0.11
C: 4.411 -1.501 -0.007  -0.07
C: 3.335 -0.717 -0.685  -0.27
C: 3.522 0.332 -1.598  -0.05
C: 2.423 0.769 -2.334  -0.10
C: 1.272 -0.005 -2.469  -0.10
C: 1.083 -0.983 -1.533  -0.10
C: 2.078 -1.332 -0.626  -0.06
H: 5.075 -0.986 0.692  0.08
H: 4.963 -2.093 -0.749  0.09
H: 4.097 -2.399 0.545  0.07
H: 4.427 0.923 -1.707  0.11
H: 2.586 1.702 -2.865  0.10
H: 0.424 0.490 -2.936  0.10
H: 0.066 -1.298 -1.300  0.08
H: 1.845 -2.078 0.123  0.11


Here is 2 unconnected molecules or ions with the total composition C14H16 from the Open Molecules 2025 dataset. Energies are from ωB97M-V with the def2-TZVPD basis set.

The orbital gap comes out at 0.341 Ha. As for the net charge: 0. For the calculated total energy, the calculation gives -14775.3163 eV. Its relative energy (zero: lowest compared OMol25 entry of this formula, charge and spin) is 236.3 kJ/mol. The LUMO energy comes out at 0.89 eV. For the HOMO energy, the calculation gives -8.40 eV.

Last column: Löwdin charge in e.
Cartesian coordinates (Å):
C: -0.346 1.695 2.936  -0.06
C: 0.590 0.854 2.080  -0.26
C: 0.547 -0.545 1.981  -0.06
C: 1.119 -1.178 0.906  -0.09
C: 1.955 -0.473 0.012  -0.09
C: 1.948 0.912 0.112  -0.10
C: 1.351 1.573 1.149  -0.06
H: -0.398 2.724 2.573  0.07
H: -0.272 1.875 3.988  0.06
H: -1.421 1.424 2.698  0.08
H: -0.282 -0.988 2.581  0.13
H: 1.169 -2.240 0.828  0.10
H: 2.400 -0.956 -0.811  0.08
H: 2.412 1.532 -0.640  0.11
H: 1.324 2.576 1.339  0.08
C: -2.528 0.794 -0.101  -0.05
C: -1.565 0.063 -0.865  -0.32
C: -1.639 -1.316 -0.945  -0.03
C: -0.633 -2.095 -1.514  -0.09
C: 0.369 -1.498 -2.269  -0.15
C: 0.353 -0.146 -2.326  -0.13
C: -0.675 0.648 -1.709  -0.03
H: -3.169 1.317 -0.720  0.07
H: -2.236 1.674 0.581  0.12
H: -3.154 0.261 0.472  0.04
H: -2.502 -1.819 -0.490  0.12
H: -0.631 -3.084 -1.523  0.06
H: 1.147 -2.126 -2.919  0.16
H: 1.168 0.365 -2.980  0.14
H: -0.617 1.739 -1.651  0.12